*1*
C3H10N4 | ωB97M-V/def2-TZVPD

Geometry (Å):
C1 -0.51107 0.54219 0.17260
C2 -1.84030 -0.01312 -0.02901
C3 2.30610 0.27185 0.27753
N1 0.91580 -0.18354 0.07906
N2 -2.72529 0.97969 -0.19596
N3 -2.17538 -1.28710 -0.05338
N4 3.39617 0.02563 -0.38956
H1 -0.30519 1.36963 0.74511
H2 2.16449 0.84162 1.19358
H3 0.81510 -0.78935 0.99320
H4 -2.24670 1.83855 -0.40665
H5 -3.66330 0.69511 -0.46928
H6 -1.74473 -1.88386 0.62906
H7 -3.03023 -1.55708 -0.54763
H8 0.95443 -0.79872 -0.68564
H9 3.36723 -0.26253 -1.36172
H10 4.32288 0.21105 0.04870

HOMO-LUMO gap (alpha / beta)	6.11 / 6.11	eV
LUMO (alpha / beta)	-0.3747 / -0.3747	hartree
net charge	+2

Quick look at the Mulliken charges, all values in e:
1 C -0.928
2 C 0.757
3 C 0.148
4 N -0.318
5 N -0.368
6 N -0.393
7 N -0.196
8 H 0.371
9 H 0.398
10 H 0.504
11 H 0.269
12 H 0.272
13 H 0.229
14 H 0.254
15 H 0.362
16 H 0.305
17 H 0.333

*2*
C3H10N4 | ωB97M-V/def2-TZVPD

Geometry (Å):
C1 0.91789 -0.75266 -0.04766
C2 -0.45270 -0.60340 -0.13206
C3 1.90013 0.35556 -0.06143
N1 -1.35851 -1.58189 -0.05086
N2 3.20231 0.34287 0.07889
N3 -1.06580 0.77799 -0.25225
N4 -2.58695 0.72068 0.16741
H1 1.14290 -1.83963 0.07741
H2 1.65422 1.42475 -0.17264
H3 -1.08341 -2.48343 0.29964
H4 -2.26315 -1.38739 -0.47515
H5 3.79602 1.16066 0.06157
H6 3.67267 -0.50663 0.36511
H7 -0.66463 1.32265 0.47733
H8 -1.10923 1.02864 -1.17377
H9 -2.94259 1.51192 -0.30905
H10 -2.75915 0.50932 1.14749

HOMO-LUMO gap	8.96	eV
LUMO	-0.3361	hartree
net charge	+2

Quick look at the Mulliken charges, all values in e:
1 C -0.496
2 C 0.506
3 C 0.010
4 N -0.343
5 N -0.270
6 N -0.013
7 N -0.475
8 H 0.308
9 H 0.306
10 H 0.251
11 H 0.323
12 H 0.280
13 H 0.264
14 H 0.425
15 H 0.347
16 H 0.278
17 H 0.299

*3*
C3H10N4 | ωB97M-V/def2-TZVPD

Geometry (Å):
C1 2.77709 -0.20572 0.00408
C2 1.38643 -0.00658 -0.32196
C3 -2.00203 -0.80704 0.52148
N1 -1.48294 -0.85852 -0.79849
N2 -1.25414 1.48231 -0.04914
N3 0.35014 -0.11463 0.47537
N4 -1.01328 0.15719 0.06236
H1 3.24378 -0.84633 -0.75753
H2 3.31165 0.74471 -0.15802
H3 2.98541 -0.56941 1.00746
H4 1.16597 0.26414 -1.35710
H5 -3.00465 -0.42605 0.71956
H6 -1.68074 -1.59952 1.19413
H7 -2.07319 -0.60592 -1.59165
H8 -1.95603 1.88082 0.56651
H9 -1.23653 1.89296 -0.97552
H10 0.48307 -0.38238 1.45845

HOMO-LUMO gap	10.87	eV
LUMO	-0.3502	hartree
net charge	+2

Quick look at the Mulliken charges, all values in e:
1 C -1.067
2 C 0.420
3 C -0.143
4 N -0.466
5 N -0.557
6 N -0.116
7 N 0.665
8 H 0.358
9 H 0.358
10 H 0.338
11 H 0.377
12 H 0.290
13 H 0.315
14 H 0.312
15 H 0.280
16 H 0.301
17 H 0.333

Stability ranking, top entry: *2*; the second entry is 1.419 eV less favorable.

*1*
C5H13N2S | ωB97M-V/def2-TZVPD

Geometry (Å):
C1 -0.94284 0.00891 -0.89015
C2 -1.70597 0.78542 0.17946
S1 -3.41330 0.18759 0.47421
C3 -0.85269 -1.47403 -0.50762
N1 2.25896 -1.44650 0.15725
C4 2.35460 -0.51352 -0.71804
C5 2.68897 0.93988 -0.33254
N2 3.18155 1.03496 1.04620
H1 -1.50220 0.00251 -1.83456
H2 -0.03312 0.57754 -1.12036
H3 -1.85097 1.82858 -0.08713
H4 -1.11045 0.67755 1.09926
H5 -0.72064 -1.62707 0.56623
H6 -1.73748 -2.01882 -0.81986
H7 0.04623 -1.90162 -0.95977
H8 2.10705 -0.67993 -1.78328
H9 1.35722 -0.77746 0.24168
H10 1.77217 1.52851 -0.34685
H11 3.45098 1.32663 -1.01859
H12 3.23922 0.10221 1.43768
H13 2.54677 1.57618 1.60741

HOMO-LUMO gap	5.58	eV
LUMO	0.1176	hartree
net charge	-1

Quick look at the Mulliken charges, all values in e:
1 C -0.209
2 C -0.814
3 S -0.683
4 C -1.484
5 N -0.775
6 C -0.023
7 C -0.359
8 N -0.692
9 H 0.298
10 H 0.226
11 H 0.261
12 H 0.207
13 H 0.338
14 H 0.355
15 H 0.510
16 H 0.420
17 H 0.258
18 H 0.279
19 H 0.296
20 H 0.339
21 H 0.252

*2*
C5H13N2S | ωB97M-V/def2-TZVPD

Geometry (Å):
C1 0.87385 0.17470 -1.57634
N1 -0.27026 0.19976 -0.69363
C2 0.01167 0.38619 0.75655
C3 0.10902 1.95218 1.08701
S1 1.49968 2.88615 0.48362
C4 -1.20542 -0.28460 1.53889
N2 -1.05303 -1.69267 1.98766
C5 0.84179 -1.21805 -2.28316
H1 0.82850 0.94413 -2.40038
H2 1.89682 0.34823 -1.07175
H3 -0.90372 0.85058 -1.17395
H4 1.00727 0.01301 0.93309
H5 -0.75576 2.40999 0.72545
H6 -0.11955 2.02073 2.12939
H7 -2.15430 -0.15313 0.88972
H8 -1.38818 0.21538 2.42226
H9 -0.22801 -1.88092 2.33016
H10 -1.23592 -2.43750 1.28900
H11 1.73715 -1.38193 -2.93825
H12 0.65967 -2.08990 -1.55954
H13 -0.15128 -1.26233 -2.87582

HOMO-LUMO gap	6.19	eV
LUMO	0.1393	hartree
net charge	-1

Quick look at the Mulliken charges, all values in e:
1 C -0.403
2 N -0.305
3 C 0.084
4 C -1.053
5 S -0.633
6 C -0.770
7 N -0.645
8 C -1.025
9 H 0.292
10 H 0.268
11 H 0.260
12 H 0.344
13 H 0.308
14 H 0.314
15 H 0.276
16 H 0.441
17 H 0.206
18 H 0.231
19 H 0.349
20 H 0.209
21 H 0.251

Stability ranking, top entry: *2*; the second entry is 2.120 eV less favorable.

*1*
C4H4N | ωB97M-V/def2-TZVPD

Geometry (Å):
C1 -2.62853 0.00006 -0.27355
C2 1.19494 -0.74220 -0.31671
C3 -0.26627 0.00194 0.21274
C4 0.99853 0.68577 -0.30255
N1 -1.46399 -0.09046 -0.10121
H1 -3.67469 0.42325 -0.27644
H2 1.98507 -1.56350 -0.25687
H3 1.54835 1.44811 0.37914
H4 1.08890 1.24014 -1.21688

HOMO-LUMO gap (alpha / beta)	8.84 / 7.16	eV
LUMO (alpha / beta)	-0.2122 / -0.2516	hartree
net charge	+1

Quick look at the Mulliken charges, all values in e:
1 C 0.157
2 C -0.216
3 C 0.211
4 C -0.375
5 N -0.068
6 H 0.395
7 H 0.366
8 H 0.256
9 H 0.275

*2*
C4H4N | ωB97M-V/def2-TZVPD

Geometry (Å):
C1 -1.79153 1.28517 0.90393
C2 0.83614 -1.18333 0.28624
C3 -0.01886 -0.26131 0.19337
C4 0.93125 -0.35879 -1.03128
N1 -1.03578 0.44751 0.58578
H1 -2.43005 2.06675 1.14071
H2 1.38885 -1.81984 0.97278
H3 1.58223 0.39199 -1.02901
H4 0.53776 -0.56816 -2.02252

HOMO-LUMO gap	9.30	eV
LUMO	-0.2201	hartree
net charge	+1

Quick look at the Mulliken charges, all values in e:
1 C 0.160
2 C -0.314
3 C 0.337
4 C -0.587
5 N -0.027
6 H 0.509
7 H 0.365
8 H 0.275
9 H 0.283

Stability ranking, top entry: *2*; the second entry is 2.724 eV less favorable.

*1*
C13H26BN5O4 | ωB97M-V/def2-TZVPD

Geometry (Å):
C1 2.33354 -0.47726 1.82385
C2 2.34592 1.06043 1.50156
O1 2.59910 1.19827 0.09935
C3 1.57938 1.91505 -0.57169
C4 0.19192 1.17800 -0.62328
C5 -0.32876 1.20665 -2.05917
N1 -0.54248 1.15648 -3.16139
C6 -0.89291 1.74392 0.34389
C7 -1.00583 3.26255 0.26882
N2 -0.74434 4.35438 0.27582
B1 -2.39023 1.16396 0.09284
N3 -2.70325 -0.11665 -0.50233
O2 -3.47110 1.99352 0.46936
H1 1.60244 -0.76371 2.59849
H2 2.16862 -0.99520 0.86058
H3 3.35278 -0.74493 2.15845
H4 1.42493 1.58306 1.81808
H5 3.18695 1.51547 2.06482
H6 1.92198 2.02472 -1.61475
H7 1.53601 2.93837 -0.14971
H8 0.37651 0.12251 -0.33983
H9 -0.64552 1.45741 1.38808
H10 -1.88979 -0.60275 -0.86570
H11 -3.18848 -0.67356 0.19607
H12 -3.55628 2.02311 1.43305
C8 -3.21417 -1.14133 3.11691
O3 -2.47411 -1.16929 2.14499
N4 -3.46038 -2.18338 3.92893
C9 -4.35276 -2.07955 5.06795
C10 -2.81013 -3.45435 3.65454
H13 -3.75507 -0.22642 3.41121
H14 -3.80136 -2.31137 5.98126
H15 -5.17284 -2.79053 4.95045
H16 -4.76269 -1.07389 5.14575
H17 -1.72763 -3.32136 3.68252
H18 -3.09099 -3.79779 2.65789
H19 -3.10626 -4.19577 4.39331
C11 3.78509 -0.80490 -3.52500
O4 3.29220 -0.90514 -2.41746
N5 3.27664 -0.06835 -4.53568
C12 3.91454 0.00490 -5.83424
C13 2.04725 0.67291 -4.30651
H20 4.71733 -1.32900 -3.79735
H21 4.17482 1.04323 -6.05214
H22 3.22490 -0.36219 -6.59775
H23 4.82020 -0.59985 -5.85317
H24 2.19851 1.37420 -3.48957
H25 1.25849 -0.02010 -4.02837
H26 1.75733 1.21551 -5.20375

HOMO-LUMO gap	9.29	eV
LUMO	0.0089	hartree

Quick look at the Mulliken charges, all values in e:
1 C -0.924
2 C -0.151
3 O -0.429
4 C -0.717
5 C 0.824
6 C -0.065
7 N -0.607
8 C 0.136
9 C 0.082
10 N -0.555
11 B 0.420
12 N -0.613
13 O -0.636
14 H 0.234
15 H 0.270
16 H 0.332
17 H 0.118
18 H 0.405
19 H 0.101
20 H 0.381
21 H 0.231
22 H 0.336
23 H 0.237
24 H 0.284
25 H 0.297
26 C 0.307
27 O -0.720
28 N 0.138
29 C -0.918
30 C -0.932
31 H 0.185
32 H 0.345
33 H 0.346
34 H 0.294
35 H 0.287
36 H 0.287
37 H 0.382
38 C 0.054
39 O -0.544
40 N 0.170
41 C -0.939
42 C -0.711
43 H 0.263
44 H 0.329
45 H 0.325
46 H 0.302
47 H 0.119
48 H 0.302
49 H 0.339

*2*
C13H26BN5O4 | ωB97M-V/def2-TZVPD

Geometry (Å):
C1 0.27528 -4.26501 3.32356
C2 -0.42935 -4.00278 1.96557
B1 -1.09810 -2.57280 1.86274
O1 -1.36409 -1.88664 3.02329
C3 -1.53616 -1.85182 0.49425
C4 -2.84064 -1.84610 0.10335
N1 -2.91151 -1.11422 -1.09575
C5 -1.67868 -0.72439 -1.36596
C6 -1.26560 0.13756 -2.54672
C7 -1.37102 1.68030 -2.27793
C8 -1.24760 2.09765 -0.78023
C9 -0.50214 3.48416 -0.56767
N2 0.38942 3.37019 0.58938
C10 1.75872 3.42362 0.24711
N3 2.38926 4.45719 0.60699
N4 2.47209 2.36148 -0.44308
N5 -0.78401 -1.12991 -0.45869
C11 0.64607 -0.87296 -0.40227
C12 1.49615 -2.19108 -0.35403
C13 2.87853 -2.01649 -1.03006
O2 3.31549 -2.89089 -1.72784
O3 3.64854 -0.89781 -0.82821
H1 0.64553 -5.30343 3.36401
H2 1.14443 -3.59053 3.43732
H3 -0.38702 -4.07709 4.18620
H4 0.22589 -4.14142 1.08792
H5 -1.25951 -4.73688 1.84329
H6 -1.96858 -1.14961 2.85050
H7 -3.71027 -2.27590 0.60000
H8 -3.70018 -0.86693 -1.67709
H9 -1.98023 -0.09263 -3.36465
H10 -0.28616 -0.17964 -2.94558
H11 -2.38089 1.98209 -2.61640
H12 -0.65550 2.22399 -2.91649
H13 -0.71422 1.37505 -0.14232
H14 -2.27475 2.20985 -0.37604
H15 -1.27230 4.25839 -0.39164
H16 0.01403 3.77449 -1.50113
H17 0.16210 4.05705 1.30841
H18 3.36607 4.39169 0.31133
H19 2.63691 1.60552 0.21691
H20 1.95622 2.00155 -1.24356
H21 0.92791 -0.18432 0.41606
H22 0.96291 -0.35644 -1.32429
H23 0.97118 -3.01291 -0.86792
H24 1.68525 -2.52039 0.68494
H25 3.47878 -0.57540 0.07154
O4 -0.28036 6.52279 0.37369
H26 0.45210 5.91184 0.27719

HOMO-LUMO gap	3.27	eV
LUMO	-0.0381	hartree

Quick look at the Mulliken charges, all values in e:
1 C -1.182
2 C -0.405
3 B 0.371
4 O -0.672
5 C -0.067
6 C -0.612
7 N 0.010
8 C 0.471
9 C -1.123
10 C -0.529
11 C 0.066
12 C -1.071
13 N -0.213
14 C 0.153
15 N -0.600
16 N -0.524
17 N 0.781
18 C -0.785
19 C -0.461
20 C 0.190
21 O -0.526
22 O -0.459
23 H 0.371
24 H 0.279
25 H 0.299
26 H 0.416
27 H 0.332
28 H 0.339
29 H 0.447
30 H 0.254
31 H 0.477
32 H 0.339
33 H 0.361
34 H 0.373
35 H -0.076
36 H 0.335
37 H 0.321
38 H 0.276
39 H 0.430
40 H 0.266
41 H 0.209
42 H 0.278
43 H 0.322
44 H 0.455
45 H 0.405
46 H 0.214
47 H 0.365
48 O -1.109
49 H 0.211

Stability ranking, top entry: *1*; the second entry is 3.770 eV less favorable.